DFT (ωB97M-V/def2-TZVPD) results for one molecule with the formula C4H4N2O at a distorted geometry.

Summary:
Total charge ... 0
HOMO ... -9.484 eV
2S+1 ... 1
SMILES ... C#C/C=N\NC=O
E_tot ... -9235.75188 eV
Energy above the lowest of the compared OMol25 structures with the same formula, charge and spin ... 109.2 kcal/mol
Orbital gap ... 9.356 eV

CARTESIAN COORDINATES (ANGSTROEM)
H: 1.6672 -2.8399 -1.9293
H: 1.0040 0.3484 0.1445
N: -1.0263 0.3452 0.1871
C: 0.0818 2.2681 0.8558
H: -1.9381 -1.3286 0.2345
C: -0.9754 -0.9031 -0.0896
N: 0.0713 1.0913 0.1336
C: 0.8013 -2.4857 -1.3869
H: 1.0733 2.6845 0.7860
C: 0.0063 -1.8905 -0.5980
O: -0.7653 2.7103 1.6623

Cartesian forces (eV/Å) of the 2 atoms listed first:
-0.65 -0.20 0.23
-2.58 3.58 -0.20